# C4H7NO

The molecule C4H7NO (ωB97M-V/def2-TZVPD, OMol25).

XYZ file:
```
13
Properties=species:S:1:pos:R:3
C 1.80 0.38 -0.15
N 0.47 0.08 -0.66
C -0.49 0.87 0.03
C -0.42 -0.67 0.19
C -1.77 -1.18 -0.17
O -2.37 -1.96 0.54
H 2.01 1.39 -0.51
H 2.57 -0.30 -0.53
H 1.85 0.42 0.95
H -0.26 1.43 0.93
H -1.11 1.43 -0.68
H 0.02 -1.25 1.02
H -2.28 -0.60 -0.96
```

## Properties
**SMILES**: CN1C[C@H]1C=O
**Charge**: 0
**Energy**: -7796.6565 eV
**2S+1**: 1
**F_max**: 1.1 eV Å⁻¹

=====

# C4H7NO

A cluster of 2 separate species, C4H7NO in total (ωB97M-V/def2-TZVPD, OMol25).

XYZ file:
```
13
Properties=species:S:1:pos:R:3
C -0.22 0.24 2.04
C 0.04 -0.20 0.62
C -1.06 0.07 -0.38
O 1.10 -0.72 0.31
H 0.59 -0.11 2.68
H -0.26 1.34 2.07
H -1.18 -0.13 2.39
H -1.97 -0.45 -0.08
H -0.77 -0.25 -1.39
H -1.29 1.14 -0.40
C 1.70 -0.32 -2.60
N 1.57 0.05 -3.69
H 1.75 -0.65 -1.57
```

## Properties
**SMILES**: CC(C)=O.C#N
**Charge**: 0
**Energy**: -7798.3735 eV
**2S+1**: 1
**F_max**: 1.2 eV Å⁻¹

=====

# C4H7NO

The molecule C4H7NO (ωB97M-V/def2-TZVPD, OMol25).

XYZ file:
```
13
Properties=species:S:1:pos:R:3
C -1.06 -1.26 -0.35
C -0.23 -0.07 -0.45
C -0.26 1.05 0.55
N 1.12 1.28 0.74
C 1.82 0.36 0.28
O 1.15 -0.44 -0.49
H -0.81 -2.03 -1.09
H -0.96 -1.70 0.64
H -2.11 -0.98 -0.48
H -0.13 0.79 -1.40
H -0.71 1.99 0.26
H -0.71 0.82 1.51
H 2.88 0.20 0.28
```

## Properties
**SMILES**: C[C@H]1CN=CO1
**Charge**: 0
**Energy**: -7797.1328 eV
**2S+1**: 1
**F_max**: 6.0 eV Å⁻¹

=====

# C4H7NO

A structure of composition C4H7NO (ωB97M-V/def2-TZVPD, OMol25).

XYZ file:
```
13
Properties=species:S:1:pos:R:3
C -1.27 -0.12 0.54
C -0.41 -0.86 -0.44
C 0.34 0.02 -1.35
N 1.06 -0.47 -0.21
C 1.33 0.42 0.86
O 1.94 1.43 0.58
H -0.24 0.66 1.12
H -1.89 -0.78 1.17
H -1.81 0.75 0.19
H -0.49 -1.94 -0.56
H 0.70 -0.35 -2.30
H 0.04 1.06 -1.33
H 1.40 -0.08 1.84
```

## Properties
**Charge**: 0
**Energy**: -7795.6077 eV
**2S+1**: 1
**F_max**: 4.7 eV Å⁻¹